No. 1
Here is one molecule with the formula C6H9N5O3S at a distorted geometry from OMol25. Energies are from wB97M-V/def2-TZVPD.

Calculated values
Frontier orbital gap in eV: 8.74
Relative energy (zero: lowest compared OMol25 entry of this formula, charge and spin) in kJ/mol: 234.9
Energy in eV: -30794.614
Lowest unoccupied orbital energy in eV: 0.281
HOMO in eV: -8.5
SMILES: CS(=O)(=O)[C@@]1(N)NC(=O)c2nc[nH]c2N1

ORCA input file:
```
! wB97M-V def2-TZVPD RIJCOSX def2/J DEFGRID3
* xyz 0 1
C -1.53 0.35 -2.72
S -0.28 -0.53 -1.68
O -0.20 -1.96 -2.01
O 0.89 0.33 -1.86
C -0.90 -0.36 0.19
N -2.29 -0.31 -0.08
N -0.38 -1.46 0.82
C 0.70 -1.50 1.71
O 0.98 -2.52 2.27
C 1.42 -0.28 1.82
N 2.72 0.03 2.17
C 2.86 1.24 1.76
N 1.83 1.77 1.02
C 0.88 0.79 1.09
N -0.42 0.88 0.63
H -2.35 -0.29 -2.71
H -1.58 1.22 -1.98
H -1.10 0.59 -3.62
H -2.61 -1.11 -0.68
H -2.79 -0.38 0.81
H -0.82 -2.38 0.53
H 3.95 1.72 1.87
H 1.74 2.67 0.67
H -0.70 1.50 -0.03
*
```

No. 2
Here is one molecule with the formula C6H9NO at a distorted geometry from OMol25. Energies are from wB97M-V/def2-TZVPD.

Calculated values
Frontier orbital gap in eV: 9.62
Relative energy (zero: lowest compared OMol25 entry of this formula, charge and spin) in kJ/mol: 344.8
Energy in eV: -9902.031
Lowest unoccupied orbital energy in eV: 0.770
HOMO in eV: -8.9
SMILES: C[C@]12C[C@]1(C(N)=O)C2

ORCA input file:
```
! wB97M-V def2-TZVPD RIJCOSX def2/J DEFGRID3
* xyz 0 1
C 1.41 -0.93 1.23
C 1.03 -0.18 -0.07
C 0.71 1.31 -0.46
C -0.25 0.16 -0.71
C -1.93 -0.32 -0.11
N -2.43 0.73 0.53
O -2.33 -1.42 -0.32
C 0.76 -0.71 -1.41
H 1.82 -0.17 1.82
H 2.17 -1.64 0.98
H 0.41 -1.15 1.50
H 1.32 1.90 -1.24
H 0.55 2.04 0.33
H -1.95 1.62 0.58
H -3.23 0.64 1.18
H 0.66 -1.78 -1.64
H 1.29 -0.09 -2.17
*
```

No. 3
Here is a 2-piece molecular cluster, C6H9NO overall at a distorted geometry from OMol25. Energies are from wB97M-V/def2-TZVPD.

Calculated values
Frontier orbital gap in eV: 8.80
Relative energy (zero: lowest compared OMol25 entry of this formula, charge and spin) in kJ/mol: 106.2
Energy in eV: -9904.503
Lowest unoccupied orbital energy in eV: 0.865
HOMO in eV: -7.9
SMILES: C=Cc1ccc[nH]1.O

ORCA input file:
```
! wB97M-V def2-TZVPD RIJCOSX def2/J DEFGRID3
* xyz 0 1
C -0.94 -1.93 1.38
C 0.18 -1.22 1.35
C 0.64 -0.41 0.24
C 1.16 0.85 0.28
C 1.30 1.30 -1.08
C 0.92 0.27 -1.87
N 0.48 -0.75 -1.08
H -1.59 -1.93 0.51
H -1.33 -2.43 2.25
H 0.81 -1.16 2.24
H 1.17 1.59 1.07
H 1.70 2.26 -1.36
H 0.97 0.20 -2.94
H 0.43 -1.72 -1.35
O -2.51 1.64 0.67
H -2.03 2.45 0.40
H -3.04 1.53 -0.14
*
```

No. 4
Here is a 2-piece molecular cluster, C6H9NO overall at a distorted geometry from OMol25. Energies are from wB97M-V/def2-TZVPD.

Calculated values
Frontier orbital gap (alpha / beta) in eV: 7.26 / 7.96
Relative energy (zero: lowest compared OMol25 entry of this formula, charge and spin) in kJ/mol: 573.0
Energy in eV: -9899.665
Lowest unoccupied orbital energy (alpha / beta) in eV: 0.159 / -0.250
HOMO (alpha / beta) in eV: -7.1 / -8.2

ORCA input file:
```
! wB97M-V def2-TZVPD RIJCOSX def2/J DEFGRID3
* xyz 0 1
C -0.84 -2.39 -1.13
C -0.97 -1.59 -0.04
C 0.63 1.56 0.24
C -0.57 0.86 0.86
C 0.86 0.21 -0.55
C -0.21 -0.44 0.23
N 0.99 -1.09 2.05
O 2.16 -1.02 1.84
H -1.55 -3.19 -1.10
H -0.21 -2.30 -1.95
H -1.58 -1.97 0.80
H 0.40 2.39 -0.44
H 1.42 1.89 1.04
H -0.90 0.83 1.92
H -1.40 1.34 0.24
H 0.45 0.11 -1.56
H 1.81 -0.20 -0.40
*
```

No. 5
Here is one molecule with the formula C6H9NO at a distorted geometry from OMol25. Energies are from wB97M-V/def2-TZVPD.

Calculated values
Frontier orbital gap in eV: 9.55
Relative energy (zero: lowest compared OMol25 entry of this formula, charge and spin) in kJ/mol: 502.1
Energy in eV: -9900.400
Lowest unoccupied orbital energy in eV: 0.940
HOMO in eV: -8.6
SMILES: C=C1C[C@@]2(N)C[C@@H]2O1

ORCA input file:
```
! wB97M-V def2-TZVPD RIJCOSX def2/J DEFGRID3
* xyz 0 1
C -2.56 0.00 -0.22
C -1.29 -0.15 0.09
C -0.46 0.64 1.17
C 1.00 0.45 0.37
N 0.89 1.30 -0.87
C 2.15 -0.52 0.07
C 0.72 -1.01 0.12
O -0.44 -1.03 -0.67
H -3.24 0.51 0.46
H -2.99 -0.53 -1.08
H -0.77 1.62 1.21
H -0.44 0.29 2.18
H 1.22 2.22 -0.65
H -0.04 1.31 -1.25
H 2.90 -1.00 0.76
H 2.67 -0.04 -0.80
H 0.61 -1.59 1.04
*
```

No. 6
Here is one molecule with the formula C6H9NO at a distorted geometry from OMol25. Energies are from wB97M-V/def2-TZVPD.

Calculated values
Frontier orbital gap (alpha / beta) in eV: 7.94 / 7.93
Relative energy (zero: lowest compared OMol25 entry of this formula, charge and spin) in kJ/mol: 253.1
Energy in eV: -9902.981
Lowest unoccupied orbital energy (alpha / beta) in eV: 0.251 / 0.087
HOMO (alpha / beta) in eV: -7.7 / -7.8
SMILES: C[C@@H]1CC=CC=[N+]1[O-]

ORCA input file:
```
! wB97M-V def2-TZVPD RIJCOSX def2/J DEFGRID3
* xyz 0 1
C 0.95 1.45 0.56
C 1.00 0.02 0.01
C 0.29 -0.12 -1.33
C -1.20 -0.11 -1.18
C -1.76 -0.61 -0.07
C -0.97 -1.12 0.99
N 0.42 -0.87 1.02
O 1.17 -1.29 1.93
H 1.37 2.13 -0.17
H 1.53 1.51 1.48
H -0.08 1.75 0.77
H 2.05 -0.28 -0.09
H 0.59 -1.06 -1.82
H 0.61 0.69 -1.99
H -1.80 0.26 -1.99
H -2.83 -0.67 0.05
H -1.34 -1.69 1.82
*
```

No. 7
Here is one molecule with the formula C6H9NO at a distorted geometry from OMol25. Energies are from wB97M-V/def2-TZVPD.

Calculated values
Frontier orbital gap in eV: 7.88
Relative energy (zero: lowest compared OMol25 entry of this formula, charge and spin) in kJ/mol: 232.2
Energy in eV: -9903.197
Lowest unoccupied orbital energy in eV: 0.137
HOMO in eV: -7.7

ORCA input file:
```
! wB97M-V def2-TZVPD RIJCOSX def2/J DEFGRID3
* xyz 0 1
C -1.78 0.92 -0.40
C 1.51 1.51 0.21
C 0.68 0.46 -0.28
C -3.09 0.90 0.23
C 1.40 -1.88 0.32
C 1.26 -0.83 -0.79
N -0.62 0.63 -0.24
O 2.73 1.47 0.27
H 0.95 2.41 0.54
H -3.70 1.71 -0.15
H -3.01 0.98 1.32
H -3.57 -0.04 -0.03
H 2.01 -1.48 1.13
H 1.88 -2.77 -0.07
H 0.43 -2.15 0.72
H 0.65 -1.23 -1.59
H 2.25 -0.60 -1.18
*
```

No. 8
Here is C6H9NO as an isolated structure at a distorted geometry from OMol25. Energies are from wB97M-V/def2-TZVPD.

Calculated values
Frontier orbital gap in eV: 8.46
Relative energy (zero: lowest compared OMol25 entry of this formula, charge and spin) in kJ/mol: 400.0
Energy in eV: -9901.458
Lowest unoccupied orbital energy in eV: 0.861
HOMO in eV: -7.6

ORCA input file:
```
! wB97M-V def2-TZVPD RIJCOSX def2/J DEFGRID3
* xyz 0 1
C 2.42 -0.43 -0.80
C -1.39 0.53 -0.13
C -0.40 -0.57 0.39
C 1.58 0.65 -0.22
C -2.24 1.22 0.65
C -0.43 -1.64 1.18
O -1.57 0.39 -1.49
N 0.45 0.51 0.35
H -2.19 1.07 -1.78
H 1.96 1.67 -0.25
H -3.22 1.49 0.30
H -2.00 1.41 1.68
H -1.31 -2.26 1.21
H 0.44 -1.93 1.75
H 3.36 -0.52 -0.25
H 1.89 -1.39 -0.76
H 2.66 -0.20 -1.84
*
```

No. 9
Here is C6H9NO as an isolated structure at a distorted geometry from OMol25. Energies are from wB97M-V/def2-TZVPD.

Calculated values
Frontier orbital gap in eV: 8.89
Relative energy (zero: lowest compared OMol25 entry of this formula, charge and spin) in kJ/mol: 499.1
Energy in eV: -9900.432
Lowest unoccupied orbital energy in eV: 0.745
HOMO in eV: -8.1

ORCA input file:
```
! wB97M-V def2-TZVPD RIJCOSX def2/J DEFGRID3
* xyz 0 1
C -0.73 -0.67 0.62
C 1.67 0.59 -1.46
C -1.65 0.33 1.31
C -0.75 -0.57 -0.86
O 0.87 -0.49 -0.98
N -1.55 -0.71 -1.78
C 0.75 -0.47 0.91
C 1.67 -0.14 1.68
H -1.00 -1.71 0.88
H -1.16 -0.66 -2.73
H 2.70 0.26 -1.58
H 1.69 1.42 -0.75
H 1.26 0.94 -2.42
H -1.50 0.25 2.39
H -2.70 0.12 1.07
H -1.42 1.35 1.01
H 1.82 0.14 2.70
*
```

No. 10
Here is C6H9NO as an isolated structure at a distorted geometry from OMol25. Energies are from wB97M-V/def2-TZVPD.

Calculated values
Frontier orbital gap in eV: 9.56
Relative energy (zero: lowest compared OMol25 entry of this formula, charge and spin) in kJ/mol: 711.6
Energy in eV: -9898.229
Lowest unoccupied orbital energy in eV: 0.952
HOMO in eV: -8.6

ORCA input file:
```
! wB97M-V def2-TZVPD RIJCOSX def2/J DEFGRID3
* xyz 0 1
C -0.43 1.63 -1.21
C 0.06 1.03 0.14
C 1.30 -1.14 -0.11
C -0.30 -1.18 0.13
C -1.67 -0.96 0.75
C -0.56 0.04 0.97
H 0.57 2.08 -1.80
H 0.32 2.01 0.50
H 2.52 0.98 -0.39
H 1.81 -1.57 -1.08
H 1.64 -1.70 0.80
H -0.65 -0.77 -0.83
H -1.66 -1.41 1.67
H -2.58 -1.05 0.02
H -0.30 -0.05 1.97
N 1.45 0.40 0.12
O -1.53 1.64 -1.64
*
```

No. 11
Here is C6H9NO as an isolated structure at a distorted geometry from OMol25. Energies are from wB97M-V/def2-TZVPD.

Calculated values
Frontier orbital gap in eV: 10.35
Relative energy (zero: lowest compared OMol25 entry of this formula, charge and spin) in kJ/mol: 751.4
Energy in eV: -9897.816
Lowest unoccupied orbital energy in eV: 0.852
HOMO in eV: -9.5

ORCA input file:
```
! wB97M-V def2-TZVPD RIJCOSX def2/J DEFGRID3
* xyz 0 1
C -0.62 -0.19 0.22
C 0.74 -0.22 1.05
C 1.28 -0.37 -0.21
C 0.06 -1.19 -0.72
C 0.90 0.96 -0.80
C -0.57 1.09 -0.63
H -2.61 0.77 0.45
H -1.87 -0.85 1.64
H 0.96 -1.11 1.95
H 0.86 0.60 1.66
H 2.34 -0.46 -0.31
H -0.06 -2.16 -0.21
H -0.07 -1.35 -1.87
H 1.59 1.39 -1.63
H -1.23 1.71 -1.11
N -2.12 -0.46 0.44
O 0.43 1.84 0.11
*
```

No. 12
Here is C6H9NO as an isolated structure at a distorted geometry from OMol25. Energies are from wB97M-V/def2-TZVPD.

Calculated values
Frontier orbital gap in eV: 9.28
Relative energy (zero: lowest compared OMol25 entry of this formula, charge and spin) in kJ/mol: 867.8
Energy in eV: -9896.610
Lowest unoccupied orbital energy in eV: 1.013
HOMO in eV: -8.3

ORCA input file:
```
! wB97M-V def2-TZVPD RIJCOSX def2/J DEFGRID3
* xyz 0 1
C 0.03 1.75 -1.27
C 0.90 0.09 0.08
C 0.52 -1.26 0.89
C -0.87 -0.79 1.35
C -1.25 -0.86 -0.04
C -0.42 0.30 -0.80
H 0.35 2.59 -0.31
H -0.19 2.19 -2.19
H 2.22 1.60 -0.82
H 1.01 0.56 1.05
H 1.19 -2.14 1.35
H -0.69 0.13 1.94
H -1.23 -1.72 1.77
H -2.44 -1.10 -0.14
H -0.30 -0.41 -1.69
N 1.47 1.05 -0.98
O -0.30 -1.98 -0.21
*
```

No. 13
Here is a 2-piece molecular cluster, C6H9NO overall at a distorted geometry from OMol25. Energies are from wB97M-V/def2-TZVPD.

Calculated values
Frontier orbital gap in eV: 9.02
Relative energy (zero: lowest compared OMol25 entry of this formula, charge and spin) in kJ/mol: 80.1
Energy in eV: -9904.774
Lowest unoccupied orbital energy in eV: 0.841
HOMO in eV: -8.2
SMILES: C=Cc1ccc[nH]1.O

ORCA input file:
```
! wB97M-V def2-TZVPD RIJCOSX def2/J DEFGRID3
* xyz 0 1
C 1.53 -0.22 2.22
C 0.65 0.51 1.55
C 0.47 0.45 0.10
C -0.14 1.39 -0.68
C -0.24 0.85 -1.99
C 0.39 -0.36 -1.97
N 0.80 -0.61 -0.69
H 2.20 -0.89 1.71
H 1.58 -0.27 3.30
H 0.00 1.20 2.06
H -0.54 2.34 -0.38
H -0.82 1.21 -2.82
H 0.51 -1.09 -2.76
H 1.25 -1.47 -0.42
O -2.71 -0.96 0.59
H -1.96 -0.49 0.28
H -2.97 -1.57 -0.10
*
```

No. 14
Here is a 2-piece molecular cluster, C6H9NO2 overall at a distorted geometry from OMol25. Energies are from wB97M-V/def2-TZVPD.

Calculated values
Frontier orbital gap in eV: 8.91
Relative energy (zero: lowest compared OMol25 entry of this formula, charge and spin) in kJ/mol: 368.3
Energy in eV: -11949.501
Lowest unoccupied orbital energy in eV: 0.663
HOMO in eV: -8.2
SMILES: C=C(O)C=C=O.C=NC

ORCA input file:
```
! wB97M-V def2-TZVPD RIJCOSX def2/J DEFGRID3
* xyz 0 1
C 2.76 0.57 0.95
C 2.24 -0.05 -0.07
O 2.92 -1.13 -0.61
C 1.14 0.31 -0.93
C 0.50 1.46 -0.59
O -0.24 2.35 -0.32
H 2.28 1.47 1.23
H 3.66 0.20 1.47
H 3.80 -0.98 -0.32
H 1.02 -0.24 -1.78
C -2.78 0.74 0.05
N -2.16 -0.19 -0.47
C -2.31 -1.50 0.12
H -2.58 1.80 -0.41
H -3.44 0.65 0.88
H -2.58 -2.18 -0.60
H -1.23 -1.77 0.44
H -3.01 -1.53 0.98
*
```